{"formula": "C4H10N2O", "method": "ωB97M-V/def2-TZVPD", "symbols": ["O", "N", "N", "C", "C", "C", "C", "H", "H", "H", "H", "H", "H", "H", "H", "H", "H"], "xyz": [[2.932, 1.237, -0.630], [-1.889, -1.526, 0.906], [-0.076, 1.255, 1.025], [0.746, 0.294, -1.147], [-1.417, -0.504, -0.054], [2.230, 0.280, -0.792], [-0.040, 0.059, 0.170], [0.763, 1.282, 1.577], [-1.636, -0.840, -1.064], [0.650, -0.669, 0.607], [-0.310, 2.096, 0.516], [0.544, -0.462, -1.909], [-2.202, -1.047, 1.741], [-1.218, -2.215, 1.220], [-2.215, 0.260, 0.049], [0.578, 1.241, -1.686], [2.560, -0.739, -0.529]], "mulliken_charge": [-0.4578, -0.6444, -0.5584, -0.5927, -0.7311, -0.1136, -0.0079, 0.2443, 0.3775, 0.3023, 0.2550, 0.3747, 0.2673, 0.2290, 0.3701, 0.3353, 0.3508], "homo_ev": -9.2, "lumo_ha": 0.035, "total_energy_ev": -9336.887, "relative_energy_kj_mol": 202.68}



{"formula": "C19H35N2OYb", "method": "ωB97M-V/def2-TZVPD", "symbols": ["Yb", "O", "N", "N", "C", "C", "C", "C", "C", "C", "C", "C", "C", "C", "C", "C", "C", "C", "C", "C", "C", "C", "C", "H", "H", "H", "H", "H", "H", "H", "H", "H", "H", "H", "H", "H", "H", "H", "H", "H", "H", "H", "H", "H", "H", "H", "H", "H", "H", "H", "H", "H", "H", "H", "H", "H", "H", "H"], "xyz": [[0.006, -0.168, -0.652], [-0.814, 0.172, 1.317], [-1.426, 0.873, 3.388], [0.490, -0.463, 3.139], [-1.530, -3.106, -0.960], [-0.599, 0.185, 2.590], [1.629, -3.195, -0.903], [-0.085, 2.820, -1.377], [0.201, 0.515, -4.141], [0.230, 4.138, -2.179], [-0.229, -0.015, 5.380], [0.150, -0.583, -3.143], [-2.426, -0.824, -2.926], [-2.550, 1.619, 2.774], [1.262, -1.266, -2.606], [0.969, -0.037, 4.470], [-1.280, 0.933, 4.847], [-1.022, -1.156, -2.586], [0.798, -2.258, -1.711], [-0.618, -2.208, -1.702], [2.686, -0.905, -2.837], [1.367, -1.274, 2.300], [1.156, 1.914, -0.889], [-2.270, 0.711, 5.277], [2.290, -0.733, 1.979], [-3.184, 0.942, 2.184], [-0.711, 4.639, -2.442], [3.338, -1.181, -1.998], [0.776, 3.924, -3.111], [1.763, 0.567, -0.610], [-3.079, -0.816, -2.041], [-0.977, 1.959, 5.075], [-2.220, 2.406, 2.069], [2.787, 0.160, -3.029], [1.410, 0.966, 4.429], [-0.652, -1.007, 5.399], [2.616, -2.764, -0.697], [1.914, 2.045, -1.637], [-2.881, -1.522, -3.656], [-1.764, -4.033, -1.516], [1.799, -4.152, -1.413], [-2.514, 0.195, -3.339], [0.822, 4.801, -1.535], [0.763, -1.546, 1.398], [-0.678, 3.130, -0.466], [1.748, -0.698, 4.838], [3.145, -1.395, -3.707], [0.387, 0.153, -5.167], [0.040, 0.310, 6.380], [-3.111, 2.076, 3.605], [1.414, 2.326, 0.105], [-2.482, -2.614, -0.725], [1.137, -3.439, 0.037], [0.995, 1.229, -3.901], [-1.111, -3.396, 0.016], [-0.772, 2.198, -2.029], [1.642, -2.209, 2.802], [-0.742, 1.062, -4.166]], "mulliken_spin": [0.9778, 0.0024, -0.0002, -0.0002, -0.0014, -0.0008, -0.0015, -0.0005, -0.0012, -0.0001, 0.0000, 0.0110, -0.0040, 0.0002, 0.0131, 0.0000, 0.0000, -0.0032, -0.0031, 0.0088, -0.0038, -0.0003, -0.0004, 0.0000, -0.0005, 0.0000, 0.0000, 0.0002, 0.0000, 0.0001, 0.0005, 0.0000, 0.0000, 0.0002, 0.0000, 0.0000, -0.0008, 0.0001, 0.0015, -0.0002, 0.0013, -0.0002, 0.0000, 0.0019, 0.0003, 0.0000, 0.0005, 0.0005, 0.0000, 0.0000, 0.0001, 0.0002, 0.0008, 0.0001, 0.0000, 0.0008, 0.0000, 0.0001], "homo_ev": [-14.6, -14.6], "charge": 2, "multiplicity": 2, "lumo_ha": [-0.299, -0.299], "total_energy_ev": -56812.594}



{"formula": "C6H9BrN3OS", "method": "ωB97M-V/def2-TZVPD", "symbols": ["Br", "S", "O", "N", "N", "N", "C", "C", "C", "C", "C", "C", "H", "H", "H", "H", "H", "H", "H", "H", "H"], "xyz": [[-0.165, 2.207, -1.165], [0.090, -1.058, -1.015], [2.486, -0.159, 1.430], [3.786, -1.203, -0.113], [-4.101, 0.862, -0.115], [4.612, 0.549, 1.109], [-1.705, 1.122, -0.747], [3.559, -0.264, 0.846], [-1.573, -0.372, -0.686], [-3.024, 1.659, -0.449], [-3.988, -0.506, -0.070], [-2.739, -1.205, -0.346], [4.657, -1.303, -0.601], [4.482, 1.255, 1.813], [-3.141, 2.766, -0.457], [-4.975, 1.344, 0.106], [5.499, 0.481, 0.645], [-4.863, -1.135, 0.220], [-2.634, -2.310, -0.299], [3.031, -1.826, -0.336], [0.708, -0.905, 0.231]], "mulliken_charge": [0.0071, -0.2435, -0.6444, -0.3408, -0.0282, -0.3985, -0.0995, 0.7295, 0.3681, -0.1460, -0.2134, -0.3978, 0.1803, 0.2270, 0.3774, 0.2900, 0.1677, 0.3623, 0.3931, 0.1590, 0.2506], "homo_ev": -12.6, "charge": 1, "lumo_ha": -0.181, "total_energy_ev": -93756.822, "relative_energy_kj_mol": 0.00}



{"formula": "C23H29FN2O5S", "method": "ωB97M-V/def2-TZVPD", "symbols": ["S", "F", "O", "O", "O", "O", "O", "N", "N", "C", "C", "C", "C", "C", "C", "C", "C", "C", "C", "C", "C", "C", "C", "C", "C", "C", "C", "C", "C", "C", "C", "C", "H", "H", "H", "H", "H", "H", "H", "H", "H", "H", "H", "H", "H", "H", "H", "H", "H", "H", "H", "H", "H", "H", "H", "H", "H", "H", "H", "H", "H"], "xyz": [[3.230, -1.766, 1.499], [4.905, 0.707, 1.881], [-3.910, -0.598, 1.243], [2.025, -2.508, 1.256], [-1.020, 2.831, 2.109], [4.129, -2.232, 2.507], [-1.259, 0.702, 2.780], [-2.823, 1.200, 0.391], [4.064, -1.479, 0.102], [-5.334, 1.957, -0.836], [0.908, 1.457, 2.345], [1.831, 2.496, 2.447], [-0.751, -0.180, -1.043], [2.757, -2.535, -1.746], [-2.680, 0.812, 2.763], [-0.902, -1.602, -0.495], [3.598, 0.945, 2.045], [-0.545, 1.758, 2.407], [5.389, -2.040, -0.056], [1.346, 0.161, 2.090], [3.183, 2.240, 2.315], [-3.036, 0.912, -0.993], [-4.229, 1.291, -1.605], [-3.416, 0.357, -3.673], [-3.221, 0.385, 1.383], [-2.235, -0.006, -3.052], [-2.026, 0.266, -1.708], [3.234, -1.257, -1.061], [-4.403, 1.002, -2.953], [6.376, -1.030, -0.632], [2.691, -0.093, 1.919], [-6.368, 0.922, -0.387], [-0.484, 0.501, -0.232], [6.391, -0.134, -0.021], [-3.566, 0.139, -4.720], [7.371, -1.466, -0.641], [2.369, -0.688, -0.709], [-4.930, 2.468, 0.040], [0.651, -0.659, 1.998], [1.474, 3.497, 2.631], [-1.724, -1.651, 0.214], [2.079, -2.284, -2.557], [3.916, 3.026, 2.405], [0.010, -1.929, 0.000], [-1.462, -0.510, -3.614], [-2.980, 1.840, 2.991], [-5.324, 1.290, -3.437], [-3.051, 0.121, 3.520], [-5.818, 2.701, -1.473], [-7.152, 1.400, 0.196], [5.702, -2.330, 0.948], [5.360, -2.940, -0.682], [0.059, -0.161, -1.776], [2.233, -3.157, -1.025], [3.792, -0.631, -1.764], [-1.120, -2.291, -1.308], [-5.893, 0.157, 0.220], [-6.821, 0.442, -1.252], [3.594, -3.094, -2.156], [6.110, -0.759, -1.651], [-2.291, 2.032, 0.615]], "mulliken_charge": [1.4036, -0.3202, -0.6241, -0.7121, -0.6772, -0.8034, -0.2952, 0.4885, 0.3510, -0.8980, -0.0855, -0.5806, 0.0188, -1.2948, -0.9565, -0.8322, 0.6429, 0.4863, -0.5555, 0.2107, -0.7189, 0.0761, 0.2925, -1.0010, 0.6243, -0.8086, 0.2521, -0.4338, -0.5311, -1.1528, -0.8239, -1.0982, -0.1883, 0.2358, 0.3978, 0.4127, 0.1165, 0.2784, 0.7444, 0.5082, 0.1693, 0.4002, 0.4786, 0.1601, 0.4586, 0.3309, 0.4657, 0.3662, 0.5095, 0.3813, 0.3802, 0.3360, 0.6776, 0.2887, 0.4225, 0.4377, 0.2658, 0.3374, 0.4030, 0.3112, 0.2711], "homo_ev": -9.0, "lumo_ha": -0.001, "total_energy_ev": -51092.926, "relative_energy_kj_mol": 0.00}



{"formula": "C3H5Cl2N2", "method": "ωB97M-V/def2-TZVPD", "symbols": ["Cl", "Cl", "N", "N", "C", "C", "C", "H", "H", "H", "H", "H"], "xyz": [[2.051, -2.312, -0.105], [3.330, 1.631, 0.294], [0.277, -1.341, 1.865], [0.122, 0.920, -1.739], [1.492, -0.684, -0.026], [0.914, 0.455, -0.816], [2.160, 0.564, -0.284], [0.601, 1.703, -2.037], [-0.637, 0.375, -2.077], [-0.726, -0.889, 1.672], [0.338, -1.689, 2.823], [1.182, -0.533, 1.393]], "mulliken_charge": [0.0066, -0.0335, -0.6292, -0.3076, 0.1506, 0.4449, 0.0312, 0.2754, 0.2678, 0.2477, 0.2245, 0.3218], "homo_ev": -13.9, "charge": 1, "lumo_ha": -0.218, "total_energy_ev": -31204.358, "relative_energy_kj_mol": 611.66}



{"formula": "C23H19N3O9Pt", "method": "ωB97M-V/def2-TZVPD", "symbols": ["Pt", "O", "O", "O", "O", "O", "O", "O", "O", "O", "N", "N", "N", "C", "C", "C", "C", "C", "C", "C", "C", "C", "C", "C", "C", "C", "C", "C", "C", "C", "C", "C", "C", "C", "C", "C", "H", "H", "H", "H", "H", "H", "H", "H", "H", "H", "H", "H", "H", "H", "H", "H", "H", "H", "H"], "xyz": [[-0.330, -0.903, 0.308], [-0.375, -0.701, -1.711], [-2.956, 3.441, -5.499], [-1.398, -0.451, -3.630], [-2.847, 5.263, 0.286], [3.239, -1.817, 1.673], [-1.445, 3.958, 1.251], [-3.403, 5.209, -4.357], [-1.189, 1.563, 0.157], [2.122, -0.484, 0.233], [-0.481, -1.109, 2.363], [-2.116, 4.267, 0.285], [-2.980, 4.055, -4.437], [-1.816, -2.958, 1.581], [0.729, -0.711, 3.104], [-2.591, -2.654, -0.671], [-2.761, -3.949, 1.790], [-2.514, 3.405, -3.252], [-1.099, -0.013, -2.517], [-0.796, -2.541, 2.604], [5.669, 1.111, -1.220], [-1.548, 2.095, -0.897], [-2.043, 2.082, -3.307], [-1.719, -2.273, 0.351], [3.150, -0.957, 0.774], [4.473, -0.396, 0.236], [-1.608, -0.263, 2.816], [4.473, 0.598, -0.736], [6.886, -0.367, 0.231], [-2.061, 3.469, -0.924], [5.688, -0.874, 0.714], [-1.570, 1.421, -2.206], [-3.629, -4.305, 0.763], [6.880, 0.629, -0.738], [-2.534, 4.093, -2.056], [-3.529, -3.657, -0.462], [-2.523, -0.594, 2.331], [3.515, 0.946, -1.099], [7.828, -0.749, 0.608], [-2.056, 1.548, -4.244], [-2.519, -2.175, -1.640], [0.544, -0.810, 4.183], [-1.127, -2.681, 3.642], [-1.706, -0.348, 3.905], [-4.372, -5.078, 0.917], [5.660, -1.647, 1.471], [0.141, -3.081, 2.453], [0.946, 0.330, 2.871], [5.656, 1.886, -1.977], [-2.820, -4.450, 2.752], [7.814, 1.026, -1.117], [1.568, -1.333, 2.793], [-1.413, 0.767, 2.521], [-2.906, 5.103, -2.003], [-4.199, -3.935, -1.269]], "mulliken_charge": [1.7051, -0.7492, -0.6818, -0.7536, -0.6799, -0.8178, -0.5840, -0.7003, -0.5574, -0.7794, -0.0676, 0.9459, 1.0434, 1.0564, -1.0289, -0.4283, -0.7300, -0.5867, 0.2607, -0.7651, -0.4829, 0.3587, -0.2007, -0.3491, 0.3197, 0.0713, -1.0235, -0.3830, -0.4681, -0.5667, -0.2657, 0.3269, -0.5270, -0.3172, -0.1434, -0.7259, 0.3632, 0.4102, 0.3515, 0.6125, 0.4261, 0.3391, 0.3425, 0.3623, 0.3253, 0.3955, 0.3568, 0.2926, 0.3649, 0.3605, 0.3485, 0.3189, 0.3271, 0.5816, 0.3963], "homo_ev": -2.3, "charge": -2, "lumo_ha": 0.164, "total_energy_ev": -50301.523, "relative_energy_kj_mol": 153.77}



{"formula": "C2H14O4S", "method": "ωB97M-V/def2-TZVPD", "symbols": ["S", "O", "O", "O", "O", "C", "C", "H", "H", "H", "H", "H", "H", "H", "H", "H", "H", "H", "H", "H", "H"], "xyz": [[2.092, 1.034, -0.732], [-0.624, -2.419, 1.503], [-0.957, 0.859, 2.094], [0.108, -3.510, -1.012], [-2.449, -0.895, -0.252], [2.135, 2.630, 0.088], [0.475, 1.250, -1.558], [-1.418, -2.530, 0.949], [-0.336, -4.371, -0.929], [0.883, -3.664, -0.449], [1.132, 3.035, 0.264], [-2.437, 0.042, -0.070], [-0.095, -1.926, 0.891], [2.664, 2.438, 1.005], [2.528, 3.370, -0.608], [-0.416, 1.123, -0.954], [0.579, 2.208, -2.074], [-1.304, 0.512, 2.918], [-0.085, 1.133, 2.353], [-2.931, -0.801, -1.087], [0.457, 0.483, -2.341]], "mulliken_charge": [-0.0633, -0.6149, -0.5379, -0.6407, -0.5593, -0.9085, -0.8117, 0.3115, 0.3059, 0.3308, 0.2672, 0.2606, 0.2819, 0.3073, 0.3542, 0.1826, 0.3585, 0.2832, 0.2792, 0.2992, 0.3144], "homo_ev": -8.5, "lumo_ha": 0.022, "total_energy_ev": -21325.762, "relative_energy_kj_mol": 120.78}



{"formula": "C4H6O2S", "method": "ωB97M-V/def2-TZVPD", "symbols": ["S", "O", "O", "C", "C", "C", "C", "H", "H", "H", "H", "H", "H"], "xyz": [[-2.449, -1.009, 0.400], [1.977, 0.283, -1.128], [0.955, -1.620, 1.050], [-0.976, -0.042, 0.510], [0.965, 0.540, -0.188], [0.429, -0.626, 0.641], [-0.458, 0.799, -0.661], [-0.632, 0.223, -1.585], [-0.831, 1.788, -0.897], [-1.834, -2.133, 0.703], [-1.022, 0.669, 1.322], [2.633, -0.222, -0.641], [1.243, 1.349, 0.474]], "mulliken_charge": [-0.2268, -0.5263, -0.5537, 0.0123, 0.0939, 0.3017, -0.7404, 0.2739, 0.3439, 0.1463, 0.2820, 0.3406, 0.2525], "homo_ev": -9.4, "lumo_ha": 0.017, "total_energy_ev": -19174.101, "relative_energy_kj_mol": 116.28}



{"formula": "C4H3AlO5", "method": "ωB97M-V/def2-TZVPD", "symbols": ["Al", "O", "O", "O", "O", "O", "C", "C", "C", "C", "H", "H", "H"], "xyz": [[1.096, 2.076, -0.147], [3.602, 0.362, 0.692], [-2.344, 1.636, 1.074], [-1.848, 0.011, -0.351], [1.371, -1.228, 0.038], [-0.231, 1.262, 0.393], [2.591, 0.733, 0.320], [-1.526, 1.107, 0.360], [0.369, -0.851, -0.604], [-1.049, -1.151, -0.167], [-1.469, -1.924, -0.823], [0.487, -0.569, -1.670], [-1.049, -1.463, 0.885]], "mulliken_charge": [0.6629, 0.0280, -0.3204, -0.2285, -0.3037, -0.1920, 0.5270, 0.7290, 0.2257, -0.3860, 0.3521, 0.5186, 0.3872], "homo_ev": [-19.9, -19.2], "charge": 2, "lumo_ha": [-0.470, -0.537], "total_energy_ev": -21007.236, "relative_energy_kj_mol": 17.88}



{"formula": "H18O9", "method": "ωB97M-V/def2-TZVPD", "symbols": ["O", "O", "O", "O", "O", "O", "O", "O", "O", "H", "H", "H", "H", "H", "H", "H", "H", "H", "H", "H", "H", "H", "H", "H", "H", "H", "H"], "xyz": [[-6.499, 14.927, 6.335], [-4.827, 18.146, -1.273], [-4.075, 16.199, 4.053], [-6.284, 17.354, 2.932], [-7.418, 19.748, 0.404], [-5.474, 20.512, 2.636], [-7.704, 18.896, 4.630], [-7.461, 14.745, 3.540], [-7.132, 17.177, 0.343], [-5.454, 17.721, -0.688], [-7.270, 18.437, 3.911], [-7.308, 18.117, 0.308], [-4.777, 20.217, 2.050], [-7.922, 16.771, -0.013], [-6.363, 16.402, 2.987], [-8.019, 20.100, -0.253], [-3.278, 16.588, 3.695], [-6.553, 14.886, 5.380], [-5.638, 15.308, 6.510], [-4.449, 17.428, -1.781], [-7.363, 13.806, 3.384], [-8.104, 18.200, 5.152], [-4.784, 16.589, 3.541], [-8.069, 15.039, 2.862], [-5.919, 19.708, 2.903], [-6.444, 17.555, 2.010], [-7.195, 20.500, 0.953]], "mulliken_spin": [0.3899, 0.0002, 0.1398, 0.0076, 0.0002, 0.0129, 0.5155, 0.0004, 0.0013, 0.0000, -0.0202, 0.0000, -0.0004, -0.0001, 0.0004, 0.0000, -0.0034, -0.0140, -0.0101, 0.0000, 0.0002, -0.0132, -0.0069, -0.0004, -0.0006, 0.0005, 0.0003], "homo_ev": [-13.7, -13.7], "charge": 1, "multiplicity": 2, "lumo_ha": [-0.123, -0.416], "total_energy_ev": -18708.973, "relative_energy_kj_mol": 99.72}



{"formula": "C4H9N3S", "method": "ωB97M-V/def2-TZVPD", "symbols": ["S", "N", "N", "N", "C", "C", "C", "C", "H", "H", "H", "H", "H", "H", "H", "H", "H"], "xyz": [[-2.035, 2.429, 0.003], [-1.971, 0.900, 0.747], [-0.043, 0.016, -0.209], [0.739, -1.192, -0.199], [-0.974, -0.087, 0.744], [2.851, -1.959, 0.616], [1.483, -1.654, -1.462], [2.160, -1.039, -0.329], [-2.682, 0.763, 1.837], [2.037, -2.911, 0.904], [-2.804, 1.884, -1.163], [3.186, -1.245, 1.443], [1.294, -1.076, -2.393], [2.486, 0.049, -0.292], [1.861, -2.674, -1.919], [-1.031, -0.932, 1.537], [4.011, -2.360, 0.216]], "mulliken_charge": [-0.1211, -0.3241, -0.5863, -0.0047, 0.0853, -1.0657, -0.6321, 0.2177, 0.3171, 0.2838, 0.1658, 0.2576, 0.3158, 0.3996, 0.1969, 0.2765, 0.2179], "homo_ev": -8.4, "lumo_ha": 0.012, "total_energy_ev": -19593.047, "relative_energy_kj_mol": 635.75}



{"formula": "H12IO6", "method": "ωB97M-V/def2-TZVPD", "symbols": ["I", "O", "O", "O", "O", "O", "O", "H", "H", "H", "H", "H", "H", "H", "H", "H", "H", "H", "H"], "xyz": [[0.175, -0.285, -0.504], [-0.342, 2.206, -1.367], [0.638, -2.856, -1.125], [-2.132, 0.837, -0.985], [0.382, 1.838, 1.006], [2.071, -0.858, 1.353], [-1.525, -1.097, 1.544], [0.606, 1.014, 0.574], [1.417, -0.731, 0.666], [0.669, 2.516, 0.394], [0.501, -1.934, -0.907], [-0.932, -1.067, 0.793], [-1.609, -2.029, 1.746], [1.616, -0.627, 2.163], [-0.119, 1.282, -1.254], [0.495, 2.664, -1.300], [-1.211, 0.577, -1.010], [1.494, -2.877, -1.553], [-2.194, 1.427, -0.234]], "mulliken_charge": [-0.2289, -0.6678, -0.7324, -0.7715, -0.6648, -0.7360, -0.6578, 0.2494, 0.3764, 0.2749, 0.2323, 0.2902, 0.3158, 0.3260, 0.2712, 0.2317, 0.2256, 0.3019, 0.3639], "homo_ev": -4.8, "charge": -1, "lumo_ha": 0.120, "total_energy_ev": -20574.495, "relative_energy_kj_mol": 974.46}



Question: What is the formula in the third record?
Answer: C6H9BrN3OS